Entry 1:
A molecular structure, C15H38FN5OPRhSi2. Source: OMol25; level of theory: ωB97M-V/def2-TZVPD.

Geometry (Å):
Rh 0.456 0.432 0.324
C -1.217 2.780 2.593
Si 0.350 1.873 3.090
C 0.410 1.703 4.949
C 1.887 2.786 2.500
C 0.294 0.105 2.379
Si 1.580 -1.238 2.816
C 1.427 -2.599 1.533
C 3.289 -0.477 2.810
C 1.129 -1.912 4.495
H -1.157 3.841 2.845
H -2.076 2.371 3.131
H -1.450 2.690 1.527
H 0.308 2.699 5.388
H 1.358 1.286 5.291
H -0.402 1.085 5.333
H 1.807 3.848 2.746
H 2.091 2.703 1.429
H 2.772 2.405 3.012
H -0.713 -0.341 2.414
H 1.365 -2.252 0.497
H 0.530 -3.194 1.716
H 2.283 -3.274 1.591
H 3.491 0.114 1.913
H 4.041 -1.268 2.865
H 3.440 0.166 3.680
H 0.114 -2.311 4.516
H 1.223 -1.169 5.287
H 1.809 -2.735 4.732
C -1.842 4.859 -2.002
N -2.036 3.457 -2.615
C -1.083 3.331 -3.823
N 0.257 3.594 -3.436
C 0.372 4.930 -2.850
N -0.480 5.076 -1.670
C -0.018 4.277 -0.532
P -0.046 2.480 -0.960
C -1.776 2.380 -1.603
C 0.828 2.553 -2.579
H -2.491 4.917 -1.129
H -2.173 5.566 -2.763
H -2.998 3.373 -2.950
H -1.430 4.064 -4.551
H -1.205 2.323 -4.217
H 0.069 5.667 -3.594
H 1.408 5.118 -2.576
H -0.649 4.465 0.339
H 0.998 4.574 -0.268
H -2.495 2.495 -0.791
H -1.926 1.403 -2.064
H 0.756 1.579 -3.065
H 1.886 2.755 -2.409
C 4.861 -1.811 -2.050
N 4.174 -0.772 -1.296
C 2.857 -0.579 -1.292
N 2.058 -1.390 -1.990
O 2.376 0.399 -0.628
H 5.916 -1.774 -1.802
H 4.753 -1.660 -3.125
H 4.491 -2.800 -1.774
H 4.707 -0.114 -0.751
H 2.422 -2.176 -2.501
H 1.053 -1.247 -1.939
F -0.471 -0.430 -1.244

The strongest force on any atom is 0.00457 Eh/bohr. The LUMO energy (spin up / spin down) is -5.00 / -7.88 eV. As for the charge: +2. The calculated total energy comes out at -56425.8219 eV. The calculation puts the orbital gap (spin up / spin down) at 9.07 / 7.38 eV. As for the multiplicity: 5. The value obtained for the energy above the lowest of the compared OMol25 structures with the same formula, charge and spin is 0.0 kcal per mole.



Entry 2:
3 unconnected molecules or ions with the total composition C15H38N3O5S. Source: OMol25; level of theory: ωB97M-V/def2-TZVPD.

Geometry (Å):
N 2.192 -5.221 1.301
S 2.294 -4.073 0.133
C 1.571 -2.532 0.664
C 0.052 -2.676 0.700
C -0.533 -4.075 0.263
O -0.543 -3.361 1.678
H 1.430 -5.853 1.077
H 2.118 -4.880 2.254
H 3.596 -3.742 0.248
H 1.840 -1.798 -0.101
H 1.921 -2.230 1.653
H -0.512 -1.812 0.337
H -1.231 -4.882 0.488
H -1.302 -3.544 -0.345
C 0.485 2.367 -2.711
O 1.658 2.562 -3.471
C 2.537 3.583 -3.014
C 3.770 2.981 -2.373
N 3.414 2.352 -1.109
C 4.420 1.498 -0.500
C 4.888 0.267 -1.266
O 3.879 -0.732 -1.412
C 2.973 -0.522 -2.485
H -0.175 1.729 -3.297
H 0.686 1.864 -1.756
H -0.036 3.305 -2.502
H 2.030 4.257 -2.317
H 2.836 4.164 -3.889
H 4.506 3.767 -2.183
H 4.208 2.284 -3.100
H 2.572 1.810 -1.242
H 4.007 1.149 0.451
H 5.298 2.104 -0.256
H 5.686 -0.195 -0.681
H 5.314 0.504 -2.246
H 3.457 -0.040 -3.336
H 2.108 0.078 -2.190
H 2.611 -1.502 -2.806
C -4.229 -2.285 2.085
O -5.051 -1.143 2.054
C -4.947 -0.293 3.192
C -4.253 1.007 2.854
N -2.843 0.794 2.561
C -2.145 1.941 1.994
C -2.625 2.511 0.664
O -2.402 1.662 -0.449
C -3.363 0.644 -0.644
H -4.558 -2.940 1.279
H -3.167 -2.046 1.930
H -4.323 -2.824 3.033
H -4.436 -0.809 4.011
H -5.964 -0.066 3.519
H -4.341 1.683 3.709
H -4.797 1.461 2.015
H -2.760 0.011 1.926
H -1.098 1.651 1.863
H -2.155 2.749 2.733
H -2.036 3.409 0.470
H -3.675 2.825 0.694
H -4.363 0.965 -0.342
H -3.113 -0.276 -0.103
H -3.379 0.410 -1.709

The strongest force on any atom is 0.06397 Eh/bohr. The LUMO energy is -3.48 eV. As for the charge: +1. The calculated total energy comes out at -41699.7783 eV. The calculation puts the orbital gap at 7.29 eV. As for the multiplicity: 1.



Entry 3:
A molecular structure, C15H39AsCuN4O5PSTe2. Source: OMol25; level of theory: ωB97M-V/def2-TZVPD.

Geometry (Å):
Cu -13.250 -8.705 -8.001
N -13.683 -7.923 -9.944
C -15.162 -7.833 -9.898
C -15.939 -7.558 -11.217
C -15.421 -6.324 -12.008
C -15.490 -5.052 -11.175
N -14.290 -4.773 -10.366
C -13.077 -4.593 -10.832
N -12.858 -4.411 -12.105
N -12.026 -4.638 -10.060
C -15.632 -9.226 -9.365
O -16.416 -9.932 -10.015
O -15.094 -9.556 -8.266
H -13.296 -6.986 -10.045
H -13.294 -8.590 -10.646
H -15.396 -7.078 -9.171
H -16.993 -7.360 -11.035
H -15.769 -8.418 -11.820
H -16.011 -6.164 -12.915
H -14.420 -6.544 -12.338
H -16.318 -5.002 -10.486
H -15.560 -4.153 -11.767
H -14.274 -5.059 -9.380
H -13.653 -4.478 -12.736
H -11.935 -4.369 -12.549
H -12.099 -4.673 -9.029
H -11.129 -4.286 -10.427
C -10.412 -10.434 -8.647
Te -11.312 -9.856 -6.856
C -9.767 -8.437 -6.321
H -10.502 -9.640 -9.326
H -10.929 -11.330 -8.994
H -9.339 -10.594 -8.480
H -8.909 -9.025 -6.009
H -10.193 -7.843 -5.522
H -9.477 -7.768 -7.093
C -16.355 -11.781 -12.405
As -14.533 -11.977 -11.760
C -14.537 -12.438 -9.886
C -14.055 -13.624 -12.633
S -13.152 -10.474 -12.291
H -16.808 -12.759 -12.569
H -16.397 -11.201 -13.343
H -16.924 -11.258 -11.646
H -15.239 -13.242 -9.665
H -14.827 -11.517 -9.364
H -13.575 -12.812 -9.553
H -14.772 -14.376 -12.320
H -13.014 -13.787 -12.372
H -14.141 -13.477 -13.695
C -9.807 -3.264 -6.586
C -11.268 -3.185 -6.180
O -12.061 -3.985 -7.037
P -13.238 -4.978 -6.442
O -13.684 -5.618 -7.739
Te -12.658 -6.184 -4.534
O -14.290 -3.862 -5.912
C -14.579 -2.590 -6.551
C -14.459 -1.638 -5.422
H -9.176 -2.616 -5.894
H -9.619 -2.961 -7.584
H -9.424 -4.232 -6.359
H -11.658 -2.174 -6.330
H -11.455 -3.437 -5.127
H -15.626 -2.589 -6.900
H -13.916 -2.329 -7.398
H -15.176 -1.898 -4.625
H -14.681 -0.596 -5.674
H -13.509 -1.707 -4.898

The strongest force on any atom is 0.06795 Eh/bohr. The LUMO energy is -0.25 eV. As for the charge: 0. The calculated total energy comes out at -172577.7041 eV. The calculation puts the orbital gap at 6.61 eV. As for the multiplicity: 1. The value obtained for the energy above the lowest of the compared OMol25 structures with the same formula, charge and spin is 0.0 kcal per mole.



Entry 4:
5 unconnected molecules or ions with the total composition C15H39N3O11P2. Source: OMol25; level of theory: ωB97M-V/def2-TZVPD.

Geometry (Å):
C 0.664 2.685 -2.129
C -0.194 3.073 -3.306
O -0.696 2.213 -4.011
N -0.235 4.386 -3.643
C -0.945 4.780 -4.845
H 0.937 3.509 -1.470
H 1.615 2.262 -2.462
H 0.177 1.853 -1.623
H 0.154 5.072 -3.024
H -2.005 4.545 -4.727
H -0.622 4.179 -5.693
H -0.791 5.840 -5.019
C -3.227 1.817 -1.882
C -4.618 1.300 -1.569
O -5.584 1.653 -2.220
N -4.680 0.421 -0.521
C -5.874 -0.096 0.115
H -3.327 2.664 -2.558
H -2.571 1.080 -2.342
H -2.794 2.238 -0.972
H -3.881 -0.200 -0.515
H -5.963 0.353 1.111
H -5.698 -1.150 0.328
H -6.785 0.105 -0.440
C -3.675 -3.272 2.272
C -2.633 -2.622 1.405
O -2.862 -2.300 0.244
N -1.417 -2.433 1.963
C -0.365 -1.753 1.242
H -4.635 -2.783 2.121
H -3.410 -3.190 3.330
H -3.815 -4.337 2.091
H -1.318 -2.485 2.962
H -0.325 -0.681 1.458
H -0.492 -1.915 0.181
H 0.594 -2.137 1.592
C 0.384 0.994 5.399
O 1.527 0.212 5.737
P 2.796 0.236 4.793
O 3.730 -0.841 5.057
O 2.141 0.227 3.351
C 2.969 -0.112 2.232
O 3.378 1.711 4.880
C 4.595 1.907 5.609
H -0.423 0.327 5.085
H 0.554 1.714 4.603
H -0.007 1.514 6.273
H 3.110 -1.192 2.190
H 3.981 0.285 2.352
H 2.509 0.301 1.341
H 4.486 1.579 6.646
H 4.899 2.948 5.664
H 5.381 1.307 5.157
C 3.726 -2.988 -0.927
O 2.450 -3.027 -1.561
P 1.978 -1.692 -2.294
O 1.869 -0.583 -1.346
O 2.992 -1.494 -3.498
C 3.197 -2.580 -4.384
O 0.641 -2.133 -2.981
C -0.623 -1.512 -2.659
H 4.526 -2.949 -1.673
H 3.886 -3.924 -0.397
H 3.799 -2.138 -0.252
H 4.185 -3.030 -4.316
H 3.019 -2.253 -5.413
H 2.454 -3.382 -4.319
H -1.191 -1.418 -3.581
H -0.487 -0.515 -2.249
H -1.132 -2.174 -1.962

The strongest force on any atom is 0.03510 Eh/bohr. The LUMO energy is 0.43 eV. As for the charge: 0. The calculated total energy comes out at -61763.8307 eV. The calculation puts the orbital gap at 9.40 eV. As for the multiplicity: 1. The value obtained for the energy above the lowest of the compared OMol25 structures with the same formula, charge and spin is 0.0 kcal per mole.